1) Here is a single C4H9NOS molecule from the OMol25 dataset. Energies are from the ωB97M-V functional and the def2-TZVPD basis.

```
! wB97M-V def2-TZVPD RIJCOSX def2/J DEFGRID3
* xyz 0 1
N 2.139 0.360 2.004
C 1.171 -0.377 1.335
O 0.968 -1.545 1.665
C 0.361 0.314 0.336
C -0.994 -0.270 -0.044
C -1.244 -0.552 -1.472
S -0.606 0.614 -2.761
H 2.747 -0.049 2.745
H 2.200 1.342 2.016
H 0.214 1.346 0.847
H 0.938 0.590 -0.657
H -1.406 -1.121 0.527
H -1.737 0.583 0.258
H -0.852 -1.588 -1.719
H -2.310 -0.724 -1.675
H -1.590 1.076 -3.405
*
```

Computed properties:
Kohn-Sham gap ... 10.0 eV
SMILES ... NC(=O)CCCS
HOMO energy ... -9.249 eV

---

2) Here is a single C4H9NOS molecule from the OMol25 dataset. Energies are from the ωB97M-V functional and the def2-TZVPD basis.

```
! wB97M-V def2-TZVPD RIJCOSX def2/J DEFGRID3
* xyz 0 1
C 2.190 0.364 -1.976
N 1.769 0.252 -0.556
C 0.408 -0.169 -0.350
C 0.273 -1.547 0.287
O -0.048 -1.785 1.410
C -0.342 0.836 0.651
S -2.090 0.813 0.321
H 1.512 -0.194 -2.622
H 3.219 0.114 -2.203
H 1.948 1.414 -2.191
H 2.401 -0.227 0.066
H -0.168 -0.087 -1.272
H 0.519 -2.360 -0.436
H 0.046 1.825 0.425
H -0.080 0.524 1.657
H -2.459 1.269 1.497
*
```

Computed properties:
Kohn-Sham gap ... 9.7 eV
SMILES ... CN[C@@H](C=O)CS
HOMO energy ... -8.897 eV

---

Which of them is most stable? Easy: 1).

---

1) Here is 2 unconnected molecules or ions with the total composition C5H7N from the OMol25 dataset. Energies are from the ωB97M-V functional and the def2-TZVPD basis.

```
! wB97M-V def2-TZVPD RIJCOSX def2/J DEFGRID3
* xyz 0 1
C 2.542 -0.898 0.339
C 1.373 -0.378 0.039
N 0.377 0.216 -0.399
C -0.100 1.511 -0.104
H 3.215 -1.043 -0.506
H 2.695 -1.688 1.127
H 0.686 2.303 -0.191
H -0.896 1.747 -0.757
H -0.412 1.595 0.912
C -2.859 -0.727 0.229
C -1.911 -1.025 -0.458
H -3.472 -0.652 1.081
H -1.237 -0.961 -1.314
*
```

Computed properties:
Kohn-Sham gap ... 9.7 eV
SMILES ... C=C=NC.C#C
HOMO energy ... -8.781 eV

---

2) Here is a single C5H7N molecule from the OMol25 dataset. Energies are from the ωB97M-V functional and the def2-TZVPD basis.

```
! wB97M-V def2-TZVPD RIJCOSX def2/J DEFGRID3
* xyz 0 1
C -0.523 1.143 -0.639
C 0.446 0.054 -0.896
C -1.137 -0.174 -0.307
C -0.451 -0.760 0.964
N 0.646 -0.026 1.585
C 0.898 -0.707 0.353
H -0.944 1.634 -1.510
H -0.261 1.835 0.152
H 0.843 -0.099 -1.899
H -0.849 -0.833 -1.192
H -0.905 -1.535 1.571
H 0.622 0.987 1.511
H 1.613 -1.518 0.305
*
```

Computed properties:
Kohn-Sham gap ... 9.1 eV
SMILES ... C1[C@@H]2[C@H]1[C@@H]1N[C@H]21
HOMO energy ... -8.035 eV

---

3) Here is a single C5H7N molecule from the OMol25 dataset. Energies are from the ωB97M-V functional and the def2-TZVPD basis.

```
! wB97M-V def2-TZVPD RIJCOSX def2/J DEFGRID3
* xyz 0 1
C -1.739 -0.803 0.149
C -0.967 0.278 0.104
C -1.153 1.632 -0.319
N 0.215 2.034 0.173
C 0.439 0.626 0.557
C 1.573 -0.026 -0.221
H -1.383 -1.730 0.566
H -2.751 -0.791 -0.222
H -1.888 2.251 -0.782
H 0.611 0.522 1.635
H 1.432 0.136 -1.288
H 1.598 -1.094 -0.020
H 2.520 0.416 0.076
*
```

Computed properties:
Kohn-Sham gap (spin up / spin down) ... 9.1 / 9.1 eV
SMILES ... C=C1C=N[C@@H]1C
HOMO energy (spin up / spin down) ... -9.208 / -9.208 eV

---

4) Here is a single C5H7N molecule from the OMol25 dataset. Energies are from the ωB97M-V functional and the def2-TZVPD basis.

```
! wB97M-V def2-TZVPD RIJCOSX def2/J DEFGRID3
* xyz 0 1
C 2.055 -0.009 0.090
C 0.764 -0.833 0.237
C -1.028 0.990 -0.684
C -0.544 -0.027 0.299
C -0.746 1.332 0.703
N 2.168 1.183 -0.119
H 2.995 -0.692 -0.103
H 0.883 -1.727 -0.493
H 0.996 -1.424 1.179
H -0.244 1.201 -1.366
H -2.157 0.962 -0.837
H -1.368 -0.825 0.651
H 0.091 2.005 1.071
*
```

Computed properties:
Kohn-Sham gap (spin up / spin down) ... 8.3 / 9.3 eV
HOMO energy (spin up / spin down) ... -8.736 / -9.366 eV

---

Which of them is most stable? Easy: 3).

---

1) Here is a single C5H7N molecule from the OMol25 dataset. Energies are from the ωB97M-V functional and the def2-TZVPD basis.

```
! wB97M-V def2-TZVPD RIJCOSX def2/J DEFGRID3
* xyz 0 1
C -0.891 2.159 0.006
C -0.460 1.113 -0.512
C -0.073 0.041 -1.265
N 0.753 -1.010 -0.469
C 1.138 -0.481 0.809
C -0.170 -1.207 0.712
H -1.514 2.910 0.406
H -0.948 -0.440 -1.718
H 0.558 0.277 -2.081
H 2.041 -1.001 1.370
H 0.822 0.573 1.003
H -0.262 -2.274 0.996
H -0.993 -0.660 0.743
*
```

Computed properties:
Kohn-Sham gap ... 10.7 eV
SMILES ... C#CCN1CC1
HOMO energy ... -9.647 eV

---

2) Here is a single C5H7N molecule from the OMol25 dataset. Energies are from the ωB97M-V functional and the def2-TZVPD basis.

```
! wB97M-V def2-TZVPD RIJCOSX def2/J DEFGRID3
* xyz 0 1
N -3.013 -0.878 0.753
C -1.848 -0.622 0.494
C -0.575 -0.242 0.171
C 0.511 0.476 0.943
C 1.441 0.205 -0.273
C 0.244 -0.352 -1.096
H -2.328 0.376 0.168
H 0.324 1.542 1.123
H 0.815 0.016 1.890
H 1.932 1.085 -0.694
H 2.198 -0.555 -0.065
H 0.371 -1.362 -1.502
H -0.073 0.310 -1.912
*
```

Computed properties:
Kohn-Sham gap (spin up / spin down) ... 8.0 / 8.0 eV
HOMO energy (spin up / spin down) ... -7.672 / -7.673 eV

---

Which of them is most stable? Easy: 1).

---

1) Here is a single C5H7N molecule from the OMol25 dataset. Energies are from the ωB97M-V functional and the def2-TZVPD basis.

```
! wB97M-V def2-TZVPD RIJCOSX def2/J DEFGRID3
* xyz 0 1
C -1.017 0.846 0.448
C -0.829 -0.278 -0.543
C -0.362 -0.417 0.883
C 1.123 -0.487 0.363
N 1.514 0.566 -0.559
C 0.632 -0.459 -1.040
H -2.044 0.987 0.770
H -0.454 1.777 0.423
H -1.682 -0.737 -1.030
H -0.781 -1.076 1.640
H 1.978 -0.943 0.839
H 1.082 1.467 -0.406
H 0.905 -1.068 -1.897
*
```

Computed properties:
Kohn-Sham gap ... 10.0 eV
SMILES ... C1[C@@H]2[C@H]1[C@@H]1N[C@H]21
HOMO energy ... -8.816 eV

---

2) Here is a single C5H7N molecule from the OMol25 dataset. Energies are from the ωB97M-V functional and the def2-TZVPD basis.

```
! wB97M-V def2-TZVPD RIJCOSX def2/J DEFGRID3
* xyz 0 1
C 0.414 -1.860 1.966
C -0.699 1.694 0.438
C 0.289 0.814 0.774
C 0.626 -0.436 -0.070
C -0.175 -0.841 -1.281
N 0.546 -1.368 0.937
H -1.061 2.510 0.993
H -1.137 1.712 -0.501
H 0.738 0.950 1.796
H 1.626 -0.328 -0.409
H -1.101 -1.077 -0.861
H 0.138 -1.648 -1.786
H -0.206 -0.122 -1.996
*
```

Computed properties:
Kohn-Sham gap ... 11.1 eV
HOMO energy ... -10.106 eV

---

Which of them is most stable? Easy: 2).